# 1
A 14-piece molecular cluster, C44H112N4O14 overall, computed with ωB97M-V/def2-TZVPD.

Structure (XYZ):
```
174
Properties=species:S:1:pos:R:3:forces:R:3
C -1.424 2.019 -7.050 0.1 0.2 0.3
O -0.662 2.428 -8.172 0.4 -0.1 0.0
H -0.791 1.437 -6.377 0.1 -0.2 -0.3
H -1.736 2.871 -6.439 -0.3 0.0 -0.2
H -2.272 1.416 -7.384 -0.1 0.1 0.3
H -0.943 3.297 -8.464 -0.1 0.0 0.1
C -0.009 5.193 2.233 0.2 -0.1 0.4
O 0.708 6.352 1.855 0.0 0.3 -0.3
H 0.620 4.297 2.246 0.0 0.0 -0.2
H -0.436 5.286 3.238 -0.1 0.1 0.0
H -0.821 5.089 1.516 0.0 -0.2 0.0
H 1.276 6.660 2.564 0.0 -0.2 0.1
C 3.064 4.337 -0.079 0.0 1.1 -0.4
O 3.612 3.758 1.093 -0.2 -0.3 -0.3
H 1.993 4.514 -0.017 0.0 -0.4 0.6
H 3.487 5.340 -0.206 0.1 0.0 -0.2
H 3.222 3.778 -1.005 0.2 -0.3 0.2
H 4.516 3.529 0.857 0.0 -0.1 0.3
C 3.537 0.552 2.077 0.3 -0.3 -0.6
O 2.303 -0.145 2.255 0.4 0.5 0.5
H 3.653 1.460 2.667 -0.4 0.0 0.0
H 4.384 -0.085 2.347 -0.2 -0.2 0.0
H 3.616 0.795 1.013 0.2 0.2 0.1
H 1.668 0.516 2.565 -0.3 -0.2 0.1
C -2.387 6.805 -1.888 -0.8 -0.2 0.1
O -1.261 7.151 -2.661 0.4 0.1 0.2
H -3.129 6.310 -2.522 -0.1 -0.1 0.1
H -2.114 6.127 -1.080 0.4 -0.1 -0.3
H -2.884 7.636 -1.376 0.2 0.3 -0.3
H -1.537 7.638 -3.443 -0.1 0.0 0.1
C 0.895 4.739 -5.085 0.4 -0.5 0.1
O -0.167 5.638 -4.913 -0.5 0.2 -0.5
H 0.938 4.311 -6.088 -0.4 0.4 -0.2
H 1.856 5.235 -4.920 0.1 -0.2 0.2
H 0.765 3.862 -4.444 0.3 0.1 0.2
H -0.239 5.889 -3.986 0.0 0.0 0.2
C -6.585 -1.144 -1.275 -1.4 0.3 0.2
O -6.365 -1.476 0.105 0.4 0.5 -0.8
H -5.869 -1.588 -1.959 0.2 -0.3 0.4
H -7.605 -1.474 -1.495 0.2 -0.2 -0.5
H -6.591 -0.063 -1.452 0.3 0.0 0.2
H -6.952 -0.894 0.594 0.1 -0.1 0.3
C -4.135 -3.559 1.619 -0.4 -0.9 0.1
O -5.016 -3.807 0.545 0.1 0.0 -0.8
H -3.559 -2.636 1.528 -0.1 0.1 0.2
H -4.719 -3.614 2.545 0.3 0.5 0.1
H -3.448 -4.408 1.654 0.2 0.2 0.0
H -5.387 -2.978 0.203 0.0 -0.2 0.6
O 0.234 1.782 2.757 0.1 -0.1 -0.2
H -0.471 2.131 3.312 0.0 -0.2 0.0
H -0.170 1.682 1.883 -0.2 0.2 0.1
O -3.309 4.657 0.837 -0.5 0.6 0.1
H -4.106 4.988 0.408 0.1 -0.1 -0.1
H -3.501 4.718 1.780 0.1 -0.1 0.0
C -4.011 0.898 -0.321 -0.2 -0.1 0.0
C -2.597 0.657 -0.853 -1.0 0.7 -0.1
C -2.778 0.337 -2.342 0.0 -0.2 -0.4
C -1.478 0.410 -3.134 0.1 -0.7 1.4
C -0.836 1.775 -2.944 -0.5 -0.3 -1.5
C -0.641 2.206 -1.479 1.7 -0.8 -0.7
N -1.868 1.939 -0.763 -0.7 0.4 -0.6
O -1.893 2.516 0.531 0.7 -1.0 -0.1
C 0.630 1.471 -0.938 -0.7 0.2 0.0
C -0.302 3.698 -1.526 -1.6 0.1 0.5
C -1.997 -0.502 -0.084 1.5 0.5 0.3
H -4.502 1.768 -0.764 0.2 0.0 -0.3
H -4.073 1.074 0.752 0.2 -0.4 0.2
H -4.559 -0.003 -0.601 -0.2 0.2 0.4
H -3.200 -0.666 -2.461 0.0 -0.1 0.3
H -3.547 1.004 -2.743 0.2 0.2 -0.1
H -1.627 0.052 -4.152 0.1 0.5 -0.2
H -0.813 -0.338 -2.682 0.1 -0.1 -0.1
H -1.452 2.475 -3.522 -0.1 0.3 0.5
H 0.094 1.766 -3.523 0.3 0.1 0.5
H 1.507 1.886 -1.435 0.1 -0.1 0.0
H 0.737 1.637 0.134 0.1 0.0 0.0
H 0.588 0.396 -1.113 0.1 0.0 0.0
H 0.493 3.917 -2.231 0.2 -0.1 0.2
H -1.221 4.196 -1.857 0.2 0.1 -0.2
H -0.123 4.093 -0.526 0.4 0.0 -0.1
H -2.598 -1.388 0.106 -0.4 0.2 -0.2
H -1.669 -0.083 0.876 0.0 -0.3 0.1
H -1.081 -0.830 -0.582 -0.1 -0.1 0.1
H -2.463 3.291 0.417 0.0 0.0 0.2
C -1.815 -0.883 6.214 0.0 -0.9 0.3
C -2.167 -1.491 4.832 1.5 0.5 0.5
C -2.595 -2.957 4.983 -0.1 0.0 -0.4
C -3.975 -3.150 5.611 0.4 0.3 -0.7
C -5.046 -2.225 4.980 0.6 -0.4 0.6
C -4.562 -0.799 4.576 -2.0 0.2 0.7
N -3.191 -0.762 4.123 -0.3 -1.4 -0.8
O -2.782 0.517 3.675 -0.2 0.0 0.4
C -5.459 -0.382 3.379 0.3 -0.4 0.5
C -4.869 0.079 5.817 1.2 1.6 -1.3
C -0.864 -1.477 4.011 -0.3 -0.1 0.1
H -1.671 0.194 6.185 -0.3 0.1 0.0
H -0.887 -1.316 6.602 0.1 0.0 -0.3
H -2.551 -1.216 6.948 -0.2 0.6 0.1
H -2.576 -3.447 4.002 -0.2 0.3 -0.2
H -1.795 -3.487 5.509 -0.4 0.2 0.5
H -3.909 -2.969 6.684 -0.1 -0.1 0.0
H -4.277 -4.181 5.424 -0.1 -0.1 0.4
H -5.763 -2.109 5.794 -0.3 0.3 -0.3
H -5.602 -2.732 4.191 0.4 0.1 -0.2
H -5.099 -1.050 2.597 -0.3 0.4 -0.5
H -6.514 -0.586 3.569 0.1 -0.2 0.2
H -5.400 0.676 3.125 0.4 0.0 -0.1
H -4.236 0.968 5.673 0.1 -0.1 0.4
H -5.858 0.531 5.761 -0.3 -0.7 0.4
H -4.596 -0.390 6.755 -0.3 0.0 0.1
H -0.427 -0.489 3.880 -0.3 0.2 0.0
H -1.037 -1.932 3.032 0.1 0.1 0.1
H -0.102 -2.051 4.542 -0.4 0.0 -0.3
H -2.625 0.350 2.738 0.0 0.2 0.0
C 6.800 0.978 -5.939 -0.2 1.0 1.1
C 6.484 -0.474 -5.535 0.9 -0.9 -2.3
C 7.422 -0.951 -4.427 -0.5 1.8 2.0
C 6.907 -0.470 -3.024 -0.2 -0.4 -0.5
C 5.465 -0.916 -2.854 0.2 -1.1 0.5
C 4.521 -0.383 -3.921 0.3 1.5 0.1
N 5.096 -0.785 -5.215 0.2 -1.1 0.8
O 4.232 -0.511 -6.290 -0.1 0.5 -0.1
C 3.146 -1.012 -3.760 0.4 -1.8 0.0
C 4.417 1.161 -3.826 -1.2 -0.1 -0.1
C 6.844 -1.289 -6.806 0.1 -0.2 -0.2
H 7.810 1.160 -6.313 0.2 -0.6 0.2
H 6.165 1.440 -6.696 -0.4 -0.5 0.1
H 6.696 1.574 -5.029 0.1 0.3 -0.2
H 7.610 -2.019 -4.386 -0.1 -0.1 -0.3
H 8.348 -0.374 -4.453 0.3 -0.5 -0.8
H 7.551 -0.918 -2.266 -0.1 0.0 0.1
H 7.008 0.613 -2.935 0.1 0.0 0.0
H 5.030 -0.788 -1.859 0.2 0.6 0.0
H 5.528 -2.012 -2.918 -0.4 0.0 -0.3
H 2.786 -1.164 -2.739 0.2 1.0 0.2
H 3.342 -2.069 -3.992 -0.4 0.0 -0.6
H 2.350 -0.619 -4.386 0.1 0.1 -0.1
H 4.065 1.510 -4.800 0.3 0.2 0.0
H 5.317 1.686 -3.524 0.1 -0.1 -0.1
H 3.609 1.442 -3.142 0.2 -0.1 0.2
H 7.918 -1.242 -7.002 0.0 0.3 0.1
H 6.631 -2.361 -6.754 -0.3 0.1 0.3
H 6.330 -0.882 -7.676 0.0 0.0 0.0
H 3.886 -1.380 -6.517 0.0 0.1 -0.1
C 1.645 -5.036 0.621 -0.3 -0.3 0.5
C 0.832 -4.032 1.456 -0.3 0.4 -2.3
C -0.512 -4.641 1.892 0.7 -0.2 0.1
C -0.424 -5.544 3.103 -0.6 1.0 0.9
C 0.333 -4.822 4.216 0.2 0.1 0.5
C 1.692 -4.223 3.814 0.7 0.2 -0.4
N 1.528 -3.421 2.571 -1.2 -0.3 1.0
O 2.755 -2.864 2.199 0.5 -0.3 -0.4
C 2.163 -3.208 4.858 -0.1 -0.5 0.8
C 2.733 -5.369 3.692 0.0 -0.2 -0.4
C 0.399 -2.901 0.482 0.4 0.8 0.9
H 1.102 -5.280 -0.294 -0.1 -0.1 0.1
H 1.747 -5.940 1.224 0.4 -0.2 -0.3
H 2.607 -4.632 0.309 0.1 0.0 0.3
H -1.168 -3.792 2.097 -0.1 -0.2 0.2
H -0.957 -5.208 1.072 0.1 0.2 -0.2
H -0.066 -6.557 2.928 0.1 0.1 -0.2
H -1.448 -5.576 3.493 0.0 -0.7 -0.1
H 0.491 -5.493 5.067 0.2 -0.1 -0.1
H -0.316 -4.057 4.655 0.3 0.0 -0.5
H 1.999 -3.613 5.864 -0.2 0.0 0.0
H 3.237 -3.024 4.840 0.0 0.2 -0.5
H 1.598 -2.282 4.761 0.4 0.0 0.0
H 3.312 -5.330 2.769 -0.1 0.2 0.0
H 3.484 -5.369 4.483 -0.3 0.0 0.2
H 2.217 -6.331 3.697 0.1 -0.1 0.1
H -0.122 -2.158 1.097 -0.1 -0.1 -0.2
H -0.268 -3.239 -0.311 0.0 -0.2 0.0
H 1.234 -2.338 0.055 0.2 -0.3 -0.1
H 2.643 -1.901 2.306 -0.3 -0.1 0.0
```
Positions in Å, forces in eV/Å.

Output
Charge   0
Energy   -3015.70701 a.u.
F_max   0.0538 hartree/bohr
Energy relative to the best compared isomer or geometry (same formula, charge and spin)   0.0 kcal/mol
HOMO-LUMO gap   7.572 eV

=====

# 2
A 9-piece molecular cluster, C44H113N7O17 overall, computed with ωB97M-V/def2-TZVPD.

Structure (XYZ):
```
181
Properties=species:S:1:pos:R:3:forces:R:3
C -2.196 -4.166 -2.307 -0.1 0.2 -0.5
O -2.618 -4.772 -1.113 0.3 0.1 0.1
C -3.912 -4.317 -0.773 -0.5 0.2 -0.7
C -4.422 -5.109 0.408 1.2 0.0 1.1
C -5.907 -5.357 0.434 -0.1 -0.1 1.4
N -3.942 -4.451 1.662 -0.9 0.3 -0.9
H -1.145 -4.340 -2.532 0.1 -0.2 0.5
H -2.324 -3.078 -2.257 0.0 0.0 -0.1
H -2.774 -4.574 -3.148 -0.1 0.2 0.0
H -3.916 -3.232 -0.580 0.3 -0.1 0.4
H -4.577 -4.382 -1.654 0.0 -0.5 0.1
H -3.867 -6.055 0.442 -0.4 -0.3 -0.9
H -6.127 -6.033 1.272 0.1 -0.1 -0.2
H -6.302 -5.845 -0.452 0.0 0.4 -0.2
H -6.428 -4.451 0.759 -0.1 0.1 -0.7
H -4.385 -4.865 2.481 0.4 -0.1 -0.2
H -2.934 -4.554 1.670 0.0 0.1 0.5
C 2.068 2.232 -4.233 0.2 -0.5 -0.7
O 2.905 2.245 -3.107 -0.2 0.1 0.0
C 2.442 3.096 -2.070 0.6 -0.3 0.9
C 3.655 3.656 -1.337 -0.6 -0.2 -0.2
N 4.354 4.577 -2.215 -0.1 0.1 0.4
C 5.686 4.920 -1.750 0.1 -0.8 0.8
C 6.331 5.974 -2.608 0.7 -0.3 0.4
O 6.727 5.478 -3.872 -0.6 0.1 -0.3
C 7.887 4.684 -3.843 0.1 -0.4 0.2
H 2.209 3.136 -4.837 -0.3 0.1 0.1
H 1.010 2.056 -4.006 0.0 0.3 0.3
H 2.356 1.389 -4.868 0.2 0.0 0.1
H 1.870 2.532 -1.324 -0.2 -0.2 -0.3
H 1.816 3.911 -2.441 0.1 0.0 -0.2
H 4.294 2.837 -0.965 0.0 -0.1 -0.3
H 3.242 4.085 -0.421 0.3 0.6 -0.2
H 4.429 4.094 -3.105 0.1 0.2 -0.1
H 6.293 4.003 -1.613 0.2 0.1 -0.5
H 5.671 5.254 -0.704 -0.5 0.5 -0.2
H 7.228 6.369 -2.112 -0.1 0.1 0.2
H 5.600 6.773 -2.719 0.1 0.1 -0.4
H 7.788 3.909 -4.603 0.1 0.2 -0.2
H 8.014 4.139 -2.900 -0.1 0.2 0.1
H 8.786 5.286 -4.009 0.0 0.0 -0.1
C -2.671 2.006 -4.602 -0.6 1.3 0.1
O -2.501 0.821 -5.321 0.2 0.0 0.2
C -1.332 0.781 -6.105 1.4 0.1 -0.3
C -0.833 -0.658 -6.188 -0.9 0.0 0.5
N -1.510 -1.417 -7.244 0.6 0.7 0.4
C -0.962 -2.740 -7.473 -0.6 -0.2 -0.3
C -1.326 -3.776 -6.413 -0.9 0.0 0.0
O -0.556 -4.930 -6.585 0.3 -0.2 -0.2
C -1.015 -5.990 -5.794 -0.5 0.0 0.8
H -1.773 2.569 -4.322 0.4 -0.6 -0.1
H -3.195 1.813 -3.662 -0.1 -0.2 -0.1
H -3.257 2.746 -5.166 -0.1 -0.2 0.0
H -0.526 1.367 -5.642 -0.2 0.0 0.4
H -1.425 1.254 -7.090 -0.5 -0.3 -0.1
H -1.114 -1.037 -5.191 0.4 -0.2 0.0
H 0.252 -0.715 -6.262 0.0 0.1 -0.4
H -2.483 -1.424 -6.955 -0.1 -0.4 -0.4
H 0.105 -2.686 -7.695 0.1 0.1 0.5
H -1.401 -3.112 -8.404 0.1 0.0 0.0
H -2.398 -3.990 -6.596 0.1 -0.2 0.0
H -1.337 -3.457 -5.359 0.6 0.4 -0.1
H -0.921 -5.781 -4.716 0.2 0.2 -0.1
H -0.452 -6.897 -5.992 0.0 0.1 -0.3
H -2.093 -6.154 -5.935 0.1 -0.2 -0.3
C 5.204 3.166 5.298 0.7 0.0 0.1
O 5.556 4.315 4.544 -0.3 -0.4 0.4
C 6.122 4.060 3.274 -0.8 0.6 -0.4
C 5.088 4.275 2.183 -0.2 0.7 -1.1
N 3.948 3.353 2.187 -0.3 0.3 -0.5
C 2.669 4.087 2.129 0.2 0.1 2.0
C 1.520 3.139 2.363 0.5 -0.3 -0.6
O 1.824 2.434 3.563 -0.4 -0.2 -0.4
C 0.722 1.651 3.991 0.0 0.2 1.0
H 5.020 2.325 4.628 -0.3 -0.1 0.3
H 4.358 3.379 5.948 -0.3 0.1 -0.3
H 6.022 2.887 5.977 0.1 0.0 -0.2
H 6.510 3.047 3.130 0.3 0.0 0.5
H 6.890 4.824 3.168 0.3 -0.3 -0.3
H 5.571 4.261 1.191 0.3 -0.6 0.2
H 4.714 5.310 2.143 0.0 0.0 0.8
H 3.870 2.844 3.061 0.3 0.0 0.0
H 2.544 4.733 1.267 0.1 -0.2 -0.2
H 2.679 4.714 3.039 -0.2 0.5 -0.4
H 1.485 2.433 1.521 -0.3 -0.1 0.1
H 0.558 3.648 2.459 0.0 0.1 -0.1
H -0.031 1.476 3.226 0.2 -0.1 -0.3
H 0.208 2.170 4.813 0.0 0.0 -0.1
H 1.096 0.720 4.419 0.0 -0.1 -0.3
C -4.859 -6.886 3.868 -1.9 -0.2 -0.3
O -4.840 -5.519 4.178 0.0 0.3 0.2
C -3.789 -5.111 5.055 -0.3 -1.1 0.1
C -3.921 -3.628 5.278 0.2 0.7 -0.6
N -3.331 -2.803 4.218 0.4 -0.1 0.1
C -1.875 -2.825 4.251 0.5 0.5 -0.1
C -1.248 -2.508 2.900 -0.5 -0.8 -0.2
O -1.075 -3.756 2.225 0.4 0.3 -0.3
C -0.297 -3.596 1.031 0.1 0.1 1.4
H -4.170 -7.175 3.071 0.6 -0.1 0.5
H -5.860 -7.068 3.446 0.2 0.2 -0.2
H -4.930 -7.516 4.761 1.0 0.0 0.0
H -2.831 -5.418 4.619 0.1 0.3 0.0
H -3.895 -5.699 5.978 0.0 0.2 0.1
H -3.450 -3.328 6.217 -0.1 -0.1 0.1
H -4.977 -3.359 5.320 -0.1 -0.2 0.2
H -3.645 -3.101 3.296 -0.1 0.0 0.1
H -1.447 -3.794 4.542 -0.1 0.0 0.1
H -1.494 -2.093 4.975 -0.2 0.0 0.1
H -0.272 -2.020 2.997 -0.1 0.1 0.1
H -1.932 -1.899 2.295 0.2 0.3 0.1
H -0.235 -4.599 0.625 -0.1 0.2 -0.6
H 0.709 -3.261 1.328 0.0 -0.1 -0.1
H -0.713 -2.810 0.399 -0.2 -0.4 -0.4
C 2.648 -2.082 -1.006 0.3 -0.1 0.7
O 2.282 -0.860 -0.350 0.2 -0.6 -0.3
C 3.164 -0.482 0.699 -0.2 0.7 0.3
C 4.489 0.056 0.150 -0.3 0.2 -0.1
N 5.285 0.830 1.079 0.5 -0.5 -0.7
C 5.576 0.189 2.365 -0.3 1.7 -0.9
C 6.284 -1.120 2.171 -0.7 -1.4 0.4
O 6.822 -1.655 3.367 0.3 0.8 0.2
C 7.926 -0.921 3.881 0.4 -1.6 0.4
H 2.664 -1.973 -2.088 -0.1 0.2 0.0
H 1.942 -2.859 -0.707 0.0 -0.1 -0.2
H 3.642 -2.388 -0.678 0.0 -0.1 -0.1
H 3.295 -1.261 1.461 -0.1 -0.3 -0.3
H 2.636 0.337 1.203 0.2 0.0 0.1
H 4.198 0.714 -0.673 0.2 -0.1 -0.1
H 5.081 -0.756 -0.284 0.0 0.0 0.0
H 4.948 1.787 1.128 -0.2 -0.3 0.5
H 4.640 0.100 2.934 0.3 -0.4 0.4
H 6.241 0.903 2.859 -0.1 -0.3 0.3
H 7.015 -1.111 1.356 0.2 0.4 0.1
H 5.555 -1.903 1.933 0.0 0.2 -0.4
H 8.340 -1.585 4.649 -0.1 0.2 0.0
H 7.691 0.014 4.389 -0.1 0.2 -0.4
H 8.715 -0.869 3.125 -0.1 0.6 -0.1
C -4.864 5.086 0.126 -0.8 -0.4 -0.4
O -4.316 4.465 1.267 -0.2 0.1 0.2
C -3.434 5.283 2.004 1.3 -0.1 -0.9
C -2.639 4.423 3.013 -1.5 -0.2 0.1
N -2.499 3.041 2.556 0.6 0.2 0.3
C -3.047 2.045 3.481 -0.4 0.5 -0.7
C -2.823 0.675 2.870 -1.1 -0.4 1.5
O -3.656 0.471 1.748 0.7 -0.2 -0.4
C -4.938 -0.030 2.052 -0.7 0.9 -0.7
H -5.952 4.950 0.131 0.1 0.2 0.3
H -4.565 4.573 -0.795 0.5 0.2 0.1
H -4.645 6.151 0.070 0.1 0.0 0.0
H -3.950 6.139 2.447 0.0 -0.1 0.3
H -2.683 5.687 1.305 -0.2 0.2 -0.1
H -3.241 4.418 3.931 0.4 0.1 0.2
H -1.669 4.889 3.179 0.0 0.1 0.2
H -3.031 2.953 1.699 0.1 -0.1 0.0
H -4.124 2.259 3.590 0.0 -0.4 0.2
H -2.640 2.105 4.493 0.4 0.1 -0.2
H -3.107 -0.090 3.609 0.3 0.0 0.1
H -1.769 0.552 2.641 0.0 0.0 -0.5
H -5.471 0.066 1.103 -0.1 -0.3 0.1
H -5.487 0.638 2.728 0.2 -0.2 0.3
H -4.995 -1.062 2.405 0.4 0.0 0.1
O -0.158 -1.514 -1.944 0.5 0.1 -0.7
C -0.941 -0.344 -2.161 -0.9 -0.6 1.4
C -1.092 0.343 -0.823 0.3 -0.4 1.5
O 0.107 1.019 -0.443 -0.2 0.9 -0.2
H 0.682 -1.237 -1.559 -0.1 0.1 -0.1
H -0.571 0.346 -2.922 0.1 -0.2 -0.1
H -1.926 -0.753 -2.394 0.0 0.3 -0.6
H -1.264 -0.397 -0.026 -0.1 -0.4 -0.5
H -1.986 0.959 -0.679 0.4 0.6 -0.6
H 0.748 0.408 -0.056 -0.3 -0.2 -0.3
O -7.042 -0.397 -1.486 0.0 0.0 -0.2
C -5.839 -1.140 -1.590 0.5 1.0 0.9
C -4.790 -0.435 -2.409 -0.1 -0.8 -1.9
O -5.265 -0.209 -3.751 0.0 0.4 0.6
H -7.788 -1.000 -1.485 0.0 0.0 0.0
H -5.371 -1.120 -0.595 -0.1 -0.8 0.0
H -5.986 -2.154 -1.957 -0.1 0.0 0.0
H -3.982 -1.165 -2.556 0.2 0.1 0.7
H -4.392 0.486 -1.980 -0.3 0.0 0.3
H -4.613 0.384 -4.136 -0.1 -0.1 -0.4
```
Positions in Å, forces in eV/Å.

Output
Charge   0
Energy   -3406.19798 a.u.
SMILES   COC[C@H](C)N.COCCNCCOC.COCCNCCOC.COCCNCCOC.COCCNCCOC.COCCNCCOC.COCCNCCOC.OCCO.OCCO
F_max   0.0397 hartree/bohr
Energy relative to the best compared isomer or geometry (same formula, charge and spin)   0.0 kcal/mol
HOMO-LUMO gap   8.932 eV

=====

What is the formula in the first record? C44H112N4O14

=====

What is the energy in the first record? -3015.70701 a.u.

=====

The lowest F_max belongs to which entry? C44H113N7O17